Record 1
Formula: C4H3LiOSr
Source: the OMol25 dataset
Level of theory: wB97M-V/def2-TZVPD

```
10
Properties=species:S:1:pos:R:3:lowdin_charge:R:1
C 1.071 -2.494 1.923 -0.089
C 2.053 -1.805 2.187 0.077
H 1.176 0.849 0.177 0.108
Li -1.619 0.281 -2.758 0.613
O -0.152 2.360 -0.170 -0.504
C 0.192 1.137 -0.302 -0.582
C -0.533 0.140 -0.933 -0.194
Sr -2.088 3.207 -0.909 1.589
H -0.191 -0.884 -0.726 -0.044
H 0.091 -2.789 1.510 0.026
```

Results
HOMO (spin up / spin down)   -10.33 / -10.33 eV
E_LUMO (spin up / spin down)   -5.331 / -5.332 eV
Net charge   +1
Multiplicity   2

Record 2
Formula: C4H3LiOV
Source: the OMol25 dataset
Level of theory: wB97M-V/def2-TZVPD

```
10
Properties=species:S:1:pos:R:3:lowdin_charge:R:1
C 0.572 1.760 -0.025 -0.085
C -0.033 2.794 -0.278 0.084
H -0.545 3.741 -0.380 0.085
Li -0.191 -0.368 1.944 0.883
O -0.058 -0.567 -1.626 -0.149
C 0.780 -0.661 -0.703 -0.367
C 1.248 0.255 0.190 -0.153
V -0.933 1.078 -1.977 1.380
H 1.781 -1.274 -0.341 0.212
H 2.109 0.339 0.851 0.111
```

Results
HOMO (spin up / spin down)   -17.87 / -18.01 eV
E_LUMO (spin up / spin down)   -9.996 / -9.506 eV
Net charge   +2
Multiplicity   4

Across the entries above, DFT total energy takes the values -267.18381 -1180.17895 a.u., respectively.